The following is a DFT calculation (ωB97M-V with the def2-TZVPD basis set) of a single C2H5N3S2 molecule.

Output
Frontier orbital gap: 8.932 eV
Highest occupied orbital energy: -0.3229 hartree
SMILES: [H]/N=C/NC(=S)NS
ΔE to the lowest compared entry with this formula, charge and spin: 30.6 kcal/mol

Geometry (Å):
C1 1.19 -0.28 -0.07
C2 -1.30 -0.68 -0.26
H1 0.80 2.36 1.34
H2 2.03 1.37 -0.72
H3 0.08 -1.74 0.73
H4 -1.42 0.16 -0.94
H5 -3.09 -1.15 -0.31
N1 1.14 1.02 -0.51
N2 0.00 -0.88 0.23
N3 -2.24 -1.39 0.20
S1 0.12 2.18 0.19
S2 2.69 -0.99 0.11